# C36H67N4O4S3SbSeSiTi

A molecular structure, C36H67N4O4S3SbSeSiTi (ωB97M-V/def2-TZVPD, the OMol25 dataset).

The largest force on an atom is 1.5 eV Å⁻¹. For the highest occupied orbital energy (alpha / beta), the calculation gives -9.68 / -9.67 eV. The multiplicity is 2. As for the charge: +1. For the calculated total energy, the calculation gives -6907.2706 Ha. Its relative energy (zero: lowest compared OMol25 entry of this formula, charge and spin) is 21.7 kcal/mol. As for the orbital gap (alpha / beta): 0.2633 / 0.2666 hartree. As for the LUMO energy (alpha / beta): -2.5 / -2.4 eV.

Geometry as XYZ:
```
118
C36H67N4O4S3SbSeSiTi (ωB97M-V/def2-TZVPD)
C -1.72041 3.86114 -0.52608
Si -2.79404 -0.54226 -1.58515
H -3.95795 -0.86744 -4.95126
H -3.26979 -4.32093 -0.34210
C -4.29629 0.07243 -4.52320
H -0.94509 -2.27418 3.36535
C -1.63178 3.56518 0.89118
H -4.94069 0.57027 -5.24228
H 5.33874 -1.72956 3.29829
C 4.73489 -1.51784 4.17701
C -2.86113 0.41159 2.25220
C -3.63660 -0.02113 1.00533
H 5.24175 2.34336 -3.82879
C -6.20391 -1.16395 -3.44846
S -1.24378 0.43972 -2.60854
C 3.05445 3.78846 0.82815
H 0.91871 1.00608 2.33990
H 3.78328 -1.24277 -0.02758
H -2.88702 1.49483 2.34311
C -0.81326 -3.89034 -1.44123
H 3.45005 3.19269 1.64930
C 3.12687 -2.93176 1.16293
O -0.25757 -0.80805 0.29938
H -3.32500 -5.05699 -1.94578
H 4.48647 0.43685 2.23056
H 0.58424 -1.10789 -0.09324
N -0.81931 3.13430 -1.28843
C 3.70359 1.92065 -2.42516
H -0.93807 -1.42506 -0.06404
C -5.59171 1.18606 -2.71028
C -2.37233 4.83907 -1.21109
N 0.36060 1.57150 2.98193
H -4.55092 -1.67703 2.01315
C -0.34457 -2.53926 4.23542
C 6.67555 4.29331 -2.57482
H 0.62000 1.59341 3.95340
C 3.68009 3.35216 -0.46062
H -5.54515 0.37376 0.08022
H 2.97784 -0.43640 4.74093
H 7.50323 3.89748 -1.98382
H 1.96967 3.65407 0.79070
H -6.91699 -0.78809 -4.17510
H 3.90919 0.22238 -3.70979
O -2.79718 0.28963 -0.13360
H 3.14667 1.29539 2.98142
C 3.53211 -0.66849 3.82453
C -0.71716 3.59826 -2.51327
H 6.63151 5.36774 -2.40852
H 4.68885 1.14753 3.83121
C -5.07276 -0.15684 -3.22891
H -6.27771 1.04587 -1.87920
H -1.41449 -2.29917 -3.63969
H -1.82792 0.05868 2.18687
N 0.21141 3.19009 -3.38511
H 2.43178 0.20731 -2.74249
Se 1.90772 1.07348 -0.30190
H 0.69017 2.32194 -3.16533
H 2.38282 -3.27183 0.43245
H -6.10978 1.71938 -3.50235
H 0.14259 3.46584 -4.35250
H -0.21950 -1.65709 4.86193
Ti -0.51342 1.25799 -0.45877
N -0.77129 2.52243 1.19099
H -0.73323 -4.88511 -1.86608
H -4.51587 -1.85294 0.25577
H 2.58527 1.29420 -4.13592
H 4.19335 -4.79533 1.12932
C -4.94733 0.75832 0.90136
H -3.14705 -2.62651 -3.64385
C -2.17822 -3.01920 -3.35359
H 2.00875 -2.58752 5.66903
H 5.20715 4.83479 -0.37834
H 0.01547 -3.28596 -1.80465
C -2.14362 -3.25559 -1.84902
H 1.27449 -4.18648 5.64893
H -5.50731 0.63940 1.82548
H 2.77286 -3.90754 4.76876
C -3.95301 -1.51124 1.11944
H -3.04126 -2.09812 1.20104
H 4.97677 -1.81560 1.13248
C 3.98655 0.62995 3.17777
C -3.32604 -4.11549 -1.40722
H 3.27896 4.83378 1.02076
O -2.20835 -2.00856 -1.13946
H -3.31743 -0.00886 3.14386
H 4.67061 -2.74260 -0.33263
C -2.07716 4.25652 1.97493
H -4.25865 -3.59764 -1.61257
H 4.44831 -2.45306 4.64734
H 4.44855 -3.85311 2.59922
C -0.48587 2.46688 2.46800
H -4.76578 1.81963 0.73231
H 0.85972 -3.96672 3.20074
O -4.24313 -0.75696 -2.23598
H -3.11706 5.53327 -0.88033
S -1.83201 4.89959 -2.85828
C 3.70745 -4.14693 1.86057
H 6.89109 4.10000 -3.62297
C 1.82222 -3.46045 5.04629
C 3.12084 0.84697 -3.29675
C 3.17700 2.26566 -1.17971
C 5.40007 3.64033 -2.13985
H 2.93001 -4.72922 2.35178
H 5.36147 -0.97310 4.88443
H -5.79381 -2.10383 -3.81325
H -6.71706 -1.36254 -2.51049
H -4.75087 1.79174 -2.37196
H -2.00197 -3.94736 -3.88662
H -0.89428 -3.27970 4.81578
C 4.78788 4.02058 -0.95135
C 1.01305 -3.08371 3.82513
Sb 1.97454 -1.56791 2.49931
H -0.74919 -3.96602 -0.35856
S -1.35878 3.64786 3.42777
C 4.20049 -2.13530 0.44161
H -3.42654 0.69675 -4.33355
H -2.73550 5.09763 2.00410
C 4.81316 2.62432 -2.87967
```

Atomic partial charges in e from the Löwdin method, atoms 1 to 4: atom 1 (C): -0.314, atom 2 (Si): -0.092, atom 3 (H): 0.085, atom 4 (H): 0.088